{
  "formula": "C2H8N2O",
  "method": "wB97M-V/def2-TZVPD",
  "species": ["H", "N", "C", "N", "C", "H", "H", "H", "H", "H", "O", "H", "H"],
  "xyz": [[-1.6132, -0.4098, -2.0713], [-0.9395, -0.9756, -1.5506], [-0.1230, -0.1925, -0.9343], [0.4537, -0.5639, 0.2383], [1.8837, -0.4683, 0.4281], [0.3351, 0.6916, -1.3958], [-0.0749, -1.2525, 0.7484], [2.1150, -0.2889, 1.4764], [2.3851, -1.3635, 0.0530], [2.3007, 0.3527, -0.1346], [-1.9170, 1.6599, 1.1423], [-2.0944, 1.2061, 0.3140], [-2.7114, 1.6047, 1.6859]],
  "homo_ha": -0.3292,
  "smiles": "[H]/N=C/NC.O",
  "gap_ha": 0.36429,
  "e_lumo_ev": 0.96,
  "spin_multiplicity": 1
}

---

{
  "formula": "C2H8N2O",
  "method": "wB97M-V/def2-TZVPD",
  "species": ["C", "C", "N", "N", "O", "H", "H", "H", "H", "H", "H", "H", "H"],
  "xyz": [[2.6096, 0.0989, 0.2357], [0.7415, 0.2381, -1.1033], [1.1950, -0.0927, 0.0066], [-3.6671, -0.3759, 0.2435], [0.5172, -0.5446, 0.9922], [2.8970, -0.5654, 1.0078], [3.2934, -0.0575, -0.6070], [2.6426, 1.1284, 0.4948], [-0.6091, -0.0163, -1.3068], [1.2618, 0.8771, -1.8317], [-2.9900, -0.9430, 0.7033], [-4.4230, -0.3563, 0.8778], [-3.4689, 0.6092, 0.2870]],
  "homo_ha": [-0.2178, -0.3741],
  "gap_ha": [0.25331, 0.31435],
  "e_lumo_ev": [0.97, -1.63],
  "spin_multiplicity": 3
}

---

{
  "formula": "C2H8N2O",
  "method": "wB97M-V/def2-TZVPD",
  "species": ["C", "C", "N", "N", "H", "H", "H", "H", "H", "H", "H", "H", "O"],
  "xyz": [[-0.3149, -0.5095, -1.5392], [0.8420, -0.8502, -2.2208], [0.7822, -1.7973, -3.2266], [-0.3325, 0.5453, -0.6555], [-1.0232, -1.3147, -1.3571], [1.8463, -0.4798, -2.0303], [-0.1866, -1.8920, -3.5362], [0.9423, -2.7086, -2.7775], [0.6159, 0.6865, -0.3243], [-0.9180, 1.3072, -0.9305], [-0.4511, 2.7350, 6.6224], [-0.4490, 1.2958, 6.1653], [-0.8955, 2.1374, 6.0106]],
  "homo_ha": [-0.4913, -0.4913],
  "gap_ha": [0.31088, 0.19656],
  "charge": 1,
  "e_lumo_ev": [-4.91, -8.02],
  "spin_multiplicity": 2
}

---

{
  "formula": "C2H8N2O",
  "method": "wB97M-V/def2-TZVPD",
  "species": ["C", "O", "H", "H", "H", "N", "C", "N", "H", "H", "H", "H", "H"],
  "xyz": [[0.7073, -1.7772, 0.8077], [-0.5494, -1.3825, 1.3765], [1.3011, -2.2288, 1.5944], [1.3058, -0.9110, 0.4821], [0.5069, -2.4313, -0.0281], [0.0405, 1.5935, 0.5939], [-0.0532, 1.4656, -0.7415], [-0.9573, 0.7950, -1.3616], [-0.8220, -0.5112, 1.0810], [0.2996, 2.5800, 0.7827], [0.7602, 1.9220, -1.3325], [-1.6691, 0.2311, -0.8918], [-0.8703, 0.6548, -2.3630]],
  "homo_ha": [-0.5160, -0.5156],
  "gap_ha": [0.32768, 0.19722],
  "charge": 1,
  "e_lumo_ev": [-5.12, -8.66],
  "spin_multiplicity": 2
}

---

{
  "formula": "C2H8N2O2",
  "method": "wB97M-V/def2-TZVPD",
  "species": ["C", "N", "C", "N", "O", "H", "H", "H", "H", "H", "H", "O", "H", "H"],
  "xyz": [[-3.2372, 0.4060, 0.6260], [-1.9284, 0.5922, -0.0984], [-1.3798, -0.5559, -0.6059], [-0.0136, -0.3775, -1.1626], [-2.0464, -1.4952, -0.9490], [-3.9664, 1.2844, 0.3839], [-3.1375, 0.5464, 1.8191], [-3.8199, -0.4518, 0.2014], [-1.3281, 1.2827, 0.2220], [0.7026, -0.3631, -0.3873], [0.2463, -1.0137, -1.7894], [6.8279, 0.3863, 0.6603], [5.8494, 0.3049, 0.4960], [7.2313, -0.5456, 0.5839]],
  "homo_ha": -0.3593,
  "smiles": "CNC(N)=O.O",
  "gap_ha": 0.38016,
  "e_lumo_ev": 0.57,
  "spin_multiplicity": 1
}

---

{
  "formula": "C2H8N2O2",
  "method": "wB97M-V/def2-TZVPD",
  "species": ["N", "C", "N", "C", "O", "H", "H", "H", "H", "H", "H", "O", "H", "H"],
  "xyz": [[0.7044, 0.3755, -1.4890], [0.6140, 1.3381, -0.3981], [0.0850, 0.8014, 0.8256], [-1.2998, 0.6967, 0.8991], [-2.0380, 0.6938, -0.0488], [-0.1368, -0.1900, -1.4040], [0.5998, 0.8408, -2.3804], [1.5767, 1.7857, -0.1870], [-0.0441, 2.1623, -0.6967], [0.5477, 0.0503, 1.3269], [-1.7148, 0.6937, 1.9234], [1.3412, -2.9871, 0.4302], [1.8967, -3.0103, -0.3670], [0.4882, -3.2603, 0.0655]],
  "homo_ha": -0.3503,
  "smiles": "NCNC=O.O",
  "gap_ha": 0.37998,
  "e_lumo_ev": 0.81,
  "spin_multiplicity": 1
}

---

{
  "formula": "C2H8N2O2",
  "method": "wB97M-V/def2-TZVPD",
  "species": ["N", "C", "O", "O", "H", "H", "H", "C", "N", "H", "H", "H", "H", "H"],
  "xyz": [[-2.8637, -0.5507, -0.6245], [-1.6321, -0.2950, -0.1036], [-1.4199, -0.2612, 1.0958], [-0.6878, -0.1300, -1.0183], [-3.6324, -0.5458, 0.0203], [-3.0613, -0.3015, -1.5756], [0.2141, -0.1581, -0.4868], [1.7687, 0.7763, 0.7569], [1.7557, -0.3877, -0.1503], [1.4182, 1.6372, 0.1928], [1.1002, 0.5914, 1.5915], [2.7574, 1.0242, 1.1563], [2.0726, -0.2050, -1.0937], [2.2103, -1.1941, 0.2391]],
  "homo_ha": -0.3595,
  "smiles": "NC(=O)O.CN",
  "gap_ha": 0.39177,
  "e_lumo_ev": 0.88,
  "spin_multiplicity": 1
}

---

{
  "formula": "C2H8N2O2",
  "method": "wB97M-V/def2-TZVPD",
  "species": ["N", "O", "C", "C", "N", "O", "H", "H", "H", "H", "H", "H", "H", "H"],
  "xyz": [[0.6525, -1.7585, -0.3948], [1.0760, -0.9098, 0.6772], [0.8892, 0.6343, 0.2519], [-0.5661, 0.8828, 0.3977], [-1.5442, -0.0856, 0.2741], [-0.3943, 1.8573, -0.9091], [1.3393, -1.6744, -1.1480], [0.7428, -2.7040, -0.0264], [1.4770, 1.1014, 1.0345], [1.4351, 0.6719, -0.6888], [-0.7914, 1.5953, 1.1993], [-1.9359, -0.3878, 1.1559], [-1.2467, -0.8515, -0.3367], [-1.1334, 1.6284, -1.4866]],
  "homo_ha": -0.3230,
  "smiles": "NOC[C@H](N)O",
  "gap_ha": 0.35816,
  "e_lumo_ev": 0.96,
  "spin_multiplicity": 1
}

---

{
  "formula": "C2H8N2O2",
  "method": "wB97M-V/def2-TZVPD",
  "species": ["N", "C", "C", "N", "O", "H", "H", "H", "H", "H", "H", "O", "H", "H"],
  "xyz": [[1.4164, -0.4931, 0.0926], [0.3531, 0.3633, 0.6147], [-0.1425, 1.3321, -0.4977], [0.6179, 1.5276, -1.6120], [-1.2416, 1.7156, -0.4440], [1.1153, -1.1063, -0.6728], [2.1079, 0.1481, -0.3116], [-0.5270, -0.2758, 0.8203], [0.6385, 0.8582, 1.5629], [1.5739, 1.1645, -1.6367], [0.2447, 2.0404, -2.4147], [-2.1493, -2.3010, 1.1306], [-1.6859, -3.1312, 1.3842], [-2.3214, -1.8424, 1.9840]],
  "homo_ha": -0.3291,
  "smiles": "NCC(N)=O.O",
  "gap_ha": 0.35758,
  "e_lumo_ev": 0.78,
  "spin_multiplicity": 1
}

---

{
  "formula": "C2H8N2O2",
  "method": "wB97M-V/def2-TZVPD",
  "species": ["C", "C", "N", "N", "O", "O", "H", "H", "H", "H", "H", "H", "H", "H"],
  "xyz": [[-0.1424, -0.4502, -0.0183], [1.2913, 0.0684, -0.1358], [-2.5545, 0.0571, 1.3467], [1.9355, -0.5596, -1.2862], [-0.7638, 0.1418, 1.1204], [-2.5965, 1.3608, 1.1432], [-1.2995, 1.2067, 1.0097], [-2.7040, -0.4248, 0.4348], [1.6268, -0.1444, -2.1575], [2.9420, -0.4658, -1.2397], [-0.1292, -1.5323, 0.1170], [-0.7079, -0.2086, -0.9304], [1.8320, -0.2163, 0.7685], [1.2701, 1.1672, -0.1722]],
  "homo_ha": -0.3434,
  "gap_ha": 0.34801,
  "e_lumo_ev": 0.13,
  "spin_multiplicity": 1
}

---

{
  "formula": "C2H8N2O2",
  "method": "wB97M-V/def2-TZVPD",
  "species": ["H", "N", "C", "C", "O", "H", "H", "H", "H", "N", "O", "H", "H", "H"],
  "xyz": [[-0.6448, -0.4181, -0.1506], [0.2635, -0.9356, -0.1145], [1.1300, -0.0606, -0.3089], [2.6034, -0.2913, -0.3321], [0.6803, 1.2342, -0.5799], [3.0901, 0.3049, 0.4398], [2.7989, -1.3421, -0.1484], [3.0158, -0.0044, -1.2989], [1.4114, 1.8651, -0.5976], [-3.1765, -0.4756, 0.7180], [-2.3757, 0.6945, 0.4921], [-2.5371, -1.1651, 1.1169], [-3.4377, -0.8086, -0.2095], [-2.8217, 1.4027, 0.9737]],
  "homo_ha": -0.3651,
  "smiles": "[H]/N=C(/C)O.NO",
  "gap_ha": 0.39409,
  "e_lumo_ev": 0.79,
  "spin_multiplicity": 1
}

---

{
  "formula": "C2H8N2O2",
  "method": "wB97M-V/def2-TZVPD",
  "species": ["C", "N", "C", "N", "O", "H", "H", "H", "H", "H", "H", "H", "H", "O"],
  "xyz": [[-1.4868, 0.7385, 0.5495], [-0.5761, 0.9585, -0.6575], [0.5966, 0.2953, -0.6556], [1.4011, 0.4832, -1.7708], [1.0217, -0.3414, 0.3257], [-1.8328, -0.2796, 0.5850], [-2.5111, 1.2055, 0.4575], [-0.9612, 0.8677, 1.4747], [-0.9388, 1.5900, -1.4271], [1.2653, 1.1146, -2.4690], [2.2442, 0.0230, -1.8563], [-0.7829, -0.9264, 1.8273], [-0.0386, -2.1794, 1.2566], [-0.6314, -1.8724, 1.8974]],
  "homo_ha": [-0.5608, -0.5504],
  "gap_ha": [0.41612, 0.19054],
  "charge": 1,
  "e_lumo_ev": [-3.94, -9.79],
  "spin_multiplicity": 2
}

---

For each record above, in turn, the calculated relative energy (zero: lowest compared OMol25 entry of this formula, charge and spin) values are 41.1, 23.6, 48.8, 57.9, 36.5, 29.0, 2.3, 104.9, 25.5, 144.6, 65.8, 37.5 kcal per mole.